DFT (the ωB97M-V functional and the def2-TZVPD basis) results for 7 unconnected molecules or ions with the total composition C38H88FN2O8 at a distorted geometry.

Calculated values
Orbital gap, eV: 7.50
Charge: +1
Energy relative to the best compared isomer or geometry (same formula, charge and spin), kJ/mol: 0.0
E_LUMO, eV: -3.43
Highest occupied orbital energy, eV: -10.9

Cartesian coordinates (Å):
C1 1.328 -2.860 -0.106
C2 1.517 -1.368 0.119
C3 1.059 -0.424 -1.010
C4 2.004 -0.609 -2.196
C5 -0.434 -0.567 -1.436
C6 -0.705 -1.585 -2.528
C7 -0.556 -1.077 -3.973
F1 0.303 -1.875 -4.690
C8 -1.272 -0.891 -0.166
C9 -1.263 0.403 0.544
N1 -1.103 1.364 -0.266
C10 -1.032 2.799 0.179
N2 -0.964 3.727 -0.880
C11 -0.930 0.879 -1.658
O1 -1.903 1.222 -2.571
C12 -3.193 0.621 -2.427
C13 -4.070 1.234 -1.335
C14 -5.507 1.170 -1.858
O2 -3.735 2.594 -1.099
H1 1.991 -3.253 -0.862
H2 0.325 -3.150 -0.394
H3 1.553 -3.391 0.811
H4 2.585 -1.211 0.210
H5 1.115 -1.070 1.083
H6 1.265 0.579 -0.653
H7 2.992 -0.238 -1.960
H8 1.646 -0.011 -3.028
H9 2.037 -1.631 -2.546
H10 -0.050 -2.434 -2.431
H11 -1.701 -1.991 -2.418
H12 -1.529 -1.085 -4.456
H13 -0.230 -0.045 -3.993
H14 -2.341 -1.020 -0.356
H15 -1.015 -1.771 0.402
H16 -1.393 0.536 1.605
H17 -0.102 2.877 0.737
H18 -1.813 3.029 0.887
H19 -1.866 3.886 -1.308
H20 -0.259 3.484 -1.562
H21 -0.069 1.436 -2.029
H22 -3.162 -0.458 -2.320
H23 -3.697 0.816 -3.365
H24 -4.056 0.632 -0.426
H25 -5.597 1.937 -2.613
H26 -6.238 1.300 -1.072
H27 -5.659 0.231 -2.380
H28 -4.004 2.795 -0.188
C15 -2.135 2.080 -6.028
C16 -3.210 1.194 -6.633
O3 -4.519 1.501 -6.186
C17 -4.987 2.809 -6.472
C18 -5.042 3.136 -7.954
H29 -2.175 2.039 -4.938
H30 -1.146 1.750 -6.351
H31 -2.245 3.125 -6.320
H32 -3.037 0.159 -6.332
H33 -3.160 1.211 -7.726
H34 -4.390 3.555 -5.933
H35 -5.993 2.855 -6.055
H36 -4.052 3.131 -8.411
H37 -5.470 4.127 -8.103
H38 -5.655 2.405 -8.483
C19 5.194 5.453 2.887
C20 4.718 4.610 1.717
O4 3.579 3.813 2.004
C21 2.413 4.511 2.392
C22 1.893 5.482 1.345
H39 5.402 4.822 3.752
H40 6.104 5.987 2.617
H41 4.452 6.194 3.187
H42 5.501 3.907 1.436
H43 4.532 5.238 0.838
H44 2.568 5.020 3.349
H45 1.660 3.739 2.573
H46 2.599 6.290 1.152
H47 0.957 5.932 1.677
H48 1.718 4.962 0.401
C23 -3.823 3.175 4.923
C24 -5.092 3.214 4.091
O5 -4.935 2.698 2.775
C25 -4.532 1.351 2.675
C26 -5.484 0.352 3.308
H49 -3.017 3.712 4.419
H50 -3.997 3.642 5.892
H51 -3.482 2.155 5.106
H52 -5.409 4.248 3.961
H53 -5.909 2.700 4.605
H54 -3.516 1.224 3.079
H55 -4.470 1.147 1.601
H56 -5.557 0.490 4.387
H57 -5.140 -0.667 3.128
H58 -6.485 0.464 2.891
C27 1.885 -7.785 3.099
C28 1.562 -7.722 1.617
O6 2.213 -6.667 0.928
C29 3.629 -6.691 0.948
C30 4.237 -7.937 0.329
H59 1.650 -6.837 3.586
H60 1.307 -8.575 3.578
H61 2.940 -7.996 3.280
H62 0.495 -7.540 1.487
H63 1.776 -8.681 1.134
H64 4.000 -6.547 1.970
H65 3.944 -5.816 0.377
H66 3.975 -8.838 0.885
H67 5.325 -7.860 0.319
H68 3.885 -8.066 -0.695
C31 1.043 -6.790 7.922
C32 1.780 -8.114 7.809
O7 2.806 -8.120 6.833
C33 3.854 -7.189 7.021
C34 4.618 -7.369 8.321
H69 0.627 -6.501 6.956
H70 0.228 -6.875 8.642
H71 1.698 -5.985 8.257
H72 1.080 -8.891 7.501
H73 2.177 -8.420 8.783
H74 3.477 -6.163 6.933
H75 4.534 -7.343 6.181
H76 3.986 -7.195 9.193
H77 5.449 -6.664 8.370
H78 5.013 -8.383 8.395
C35 4.252 4.999 -3.385
C36 3.261 4.033 -4.010
O8 1.908 4.300 -3.677
C37 1.407 5.571 -4.067
C38 1.447 5.818 -5.565
H79 4.141 5.011 -2.300
H80 5.272 4.699 -3.629
H81 4.112 6.019 -3.745
H82 3.459 3.025 -3.643
H83 3.386 3.999 -5.098
H84 1.928 6.369 -3.528
H85 0.370 5.593 -3.729
H86 2.467 5.835 -5.949
H87 0.989 6.779 -5.799
H88 0.907 5.033 -6.097

Löwdin population analysis, charges in e, atoms 1 to 99: number 1, C, carries -0.0790; number 2, C, carries -0.2010; number 3, C, carries -0.2916; number 4, C, carries -0.0280; number 5, C, carries -0.3000; number 6, C, carries -0.0776; number 7, C, carries -0.1878; number 8, F, carries -0.0181; number 9, C, carries -0.0508; number 10, C, carries 0.0359; number 11, N, carries 0.0673; number 12, C, carries -0.1762; number 13, N, carries 0.0768; number 14, C, carries -0.2443; number 15, O, carries -0.0329; number 16, C, carries -0.1142; number 17, C, carries -0.4036; number 18, C, carries -0.0166; number 19, O, carries -0.0192; number 20, H, carries 0.0801; number 21, H, carries 0.0618; number 22, H, carries 0.0812; number 23, H, carries 0.1178; number 24, H, carries 0.1049; number 25, H, carries 0.1348; number 26, H, carries 0.0943; number 27, H, carries 0.0772; number 28, H, carries 0.0838; number 29, H, carries 0.1160; number 30, H, carries 0.1149; number 31, H, carries 0.1171; number 32, H, carries 0.1050; number 33, H, carries 0.1343; number 34, H, carries 0.1240; number 35, H, carries 0.1631; number 36, H, carries 0.1244; number 37, H, carries 0.1289; number 38, H, carries 0.0787; number 39, H, carries 0.0815; number 40, H, carries 0.1617; number 41, H, carries 0.1223; number 42, H, carries 0.1239; number 43, H, carries 0.1115; number 44, H, carries 0.0919; number 45, H, carries 0.0849; number 46, H, carries 0.0908; number 47, H, carries 0.1031; number 48, C, carries -0.0714; number 49, C, carries -0.2756; number 50, O, carries -0.1697; number 51, C, carries -0.2815; number 52, C, carries -0.0744; number 53, H, carries 0.0585; number 54, H, carries 0.0815; number 55, H, carries 0.0698; number 56, H, carries 0.1093; number 57, H, carries 0.1120; number 58, H, carries 0.1067; number 59, H, carries 0.1177; number 60, H, carries 0.0678; number 61, H, carries 0.0802; number 62, H, carries 0.0847; number 63, C, carries -0.0746; number 64, C, carries -0.2785; number 65, O, carries -0.1653; number 66, C, carries -0.2899; number 67, C, carries -0.0780; number 68, H, carries 0.0836; number 69, H, carries 0.0805; number 70, H, carries 0.0675; number 71, H, carries 0.1186; number 72, H, carries 0.1026; number 73, H, carries 0.1099; number 74, H, carries 0.1037; number 75, H, carries 0.0696; number 76, H, carries 0.0793; number 77, H, carries 0.0667; number 78, C, carries -0.0743; number 79, C, carries -0.2636; number 80, O, carries -0.1643; number 81, C, carries -0.3017; number 82, C, carries -0.0623; number 83, H, carries 0.0786; number 84, H, carries 0.0834; number 85, H, carries 0.0666; number 86, H, carries 0.1226; number 87, H, carries 0.1129; number 88, H, carries 0.0991; number 89, H, carries 0.0881; number 90, H, carries 0.0739; number 91, H, carries 0.0802; number 92, H, carries 0.0889; number 93, C, carries -0.0783; number 94, C, carries -0.2803; number 95, O, carries -0.1745; number 96, C, carries -0.2868; number 97, C, carries -0.0770; number 98, H, carries 0.0788; number 99, H, carries 0.0808